# 1
Below is F8N4NaO16S8 as an isolated structure at a distorted geometry, with properties calculated with ωB97M-V with the def2-TZVPD basis set.

Cartesian coordinates (Å):
O1 -5.8416 1.7081 2.3396
O2 -2.9074 -0.9967 -6.0611
F1 -2.6376 0.5070 -7.9542
F2 -4.7703 2.4259 -4.0522
F3 3.1267 -0.2151 -4.7904
S1 -5.8764 2.3514 3.6357
S2 3.6632 -3.0539 5.1303
O3 -4.7529 -0.5312 -7.6574
F4 -2.3634 2.6437 4.8737
S3 -3.6878 0.0087 -6.8073
N1 -4.0145 1.4881 -6.0548
S4 4.3039 -0.8670 4.9626
S5 -3.5722 2.7350 3.8635
F5 -7.0665 1.4636 4.3046
O4 5.7232 -0.9962 4.5662
O5 -3.0350 2.0803 2.6672
S6 4.3656 -0.1992 -3.7796
O6 4.8467 -3.7664 4.6928
F6 4.7404 -3.1718 -1.5078
S7 5.1581 -1.9063 -2.4100
O7 -3.7604 4.1930 3.8560
O8 -3.2791 0.5055 -3.8277
O9 2.4950 -3.0469 4.2529
O10 -6.5084 3.6552 3.7615
O11 -5.6838 0.3291 -4.6186
O12 3.2953 -0.5334 3.9191
S8 -4.3975 0.9746 -4.6997
F7 3.1821 -3.9476 6.3920
Na1 0.5104 -0.1837 -0.2325
O13 5.3876 -0.3770 -4.7867
N2 -4.6036 2.0003 4.7514
N3 3.9150 -1.6578 6.1526
O14 4.1683 1.1369 -3.2303
N4 3.7639 -1.4807 -2.7680
F8 4.4508 0.5684 5.7095
O15 5.7259 -1.0567 -1.3714
O16 5.9363 -2.7874 -3.2216

Cartesian forces, eV/Å:
0.9 1.0 1.2
-1.6 2.4 -1.2
-0.6 0.3 1.1
0.5 -0.5 -0.4
-0.7 -0.5 0.3
-4.5 -0.9 0.6
-1.8 -3.7 1.4
1.1 1.4 1.7
0.5 -0.6 0.5
1.0 -2.2 -2.5
1.9 -2.2 -4.7
4.1 8.9 -5.4
5.3 3.2 -1.0
0.9 -0.2 0.6
-2.6 -0.5 -0.1
-1.1 0.9 1.7
-4.0 3.4 -2.8
-1.2 1.3 0.5
-1.7 -0.1 1.6
4.2 -6.0 6.8
0.0 -2.0 -0.9
-2.8 1.0 -1.9
1.9 0.1 1.6
1.5 -1.2 -0.1
0.9 -0.5 -0.1
2.2 -1.1 2.0
-0.3 0.2 8.2
0.0 0.3 -0.4
0.1 0.0 0.0
0.4 -0.6 2.1
-3.6 -0.1 -2.5
-2.1 -5.2 0.1
0.9 -2.0 0.5
-0.9 3.7 -4.1
-0.6 -0.1 0.3
0.5 0.1 -2.0
1.2 2.0 -2.3

LUMO energy = 3.025 eV
energy = -151554.0881 eV
HOMO-LUMO gap = 7.17 eV
net charge = -3
HOMO = -0.1525 hartree

# 2
Below is one molecule with the formula CH3Cl2OP at a distorted geometry, with properties calculated with ωB97M-V with the def2-TZVPD basis set.

Cartesian coordinates (Å):
C1 0.0242 -0.1133 0.7143
P1 0.6382 0.9659 -0.6833
Cl1 -0.2713 -0.0212 -2.1966
H1 -1.0686 -0.1612 0.7506
H2 0.4474 0.2017 1.6656
H3 0.3095 -1.8233 -0.3708
O1 0.5801 -1.5352 0.5094
Cl2 -0.6595 2.4865 -0.3893

Cartesian forces, eV/Å:
0.8 -2.7 -0.8
0.7 -0.4 0.9
-0.4 -0.4 -0.6
0.2 0.1 0.0
0.0 0.1 -0.1
-0.1 0.1 0.0
-0.7 2.5 0.4
-0.4 0.6 0.2

SMILES = OCP(Cl)Cl
LUMO energy = 0.601 eV
energy = -37467.5879 eV
HOMO-LUMO gap = 10.42 eV
HOMO = -0.3607 hartree

# 3
Below is a 2-piece molecular cluster, C4H11N2 overall at a distorted geometry, with properties calculated with ωB97M-V with the def2-TZVPD basis set.

Cartesian coordinates (Å):
C1 0.7578 2.0954 -2.0654
C2 -0.0254 -0.2585 2.0425
N1 0.8136 0.8801 -1.2284
H1 -0.0104 -0.8416 -0.5278
C3 -0.1598 -1.5616 1.7829
H2 1.6475 2.0464 -2.6865
H3 -0.8263 0.4199 1.7630
H4 0.8215 0.0636 2.6274
H5 -2.0717 -1.7119 1.0003
H6 -1.1156 0.3905 -1.4868
H7 0.5443 -2.2505 2.2346
H8 -1.2702 -3.1302 1.1930
H9 1.6548 0.7891 -0.6677
N2 -1.1607 -2.1460 1.0087
H10 0.7932 2.9741 -1.4163
H11 -0.2147 2.1413 -2.5440
C4 -0.1779 0.0996 -1.0294

Cartesian forces, eV/Å:
0.0 0.1 1.0
-0.2 -0.4 -0.2
-0.8 0.7 0.3
-0.4 0.0 0.4
-0.3 0.2 0.5
-0.3 0.3 -0.4
0.2 0.3 0.1
-0.1 0.2 0.1
0.1 0.3 0.1
-0.1 -0.3 -0.1
0.1 -0.1 -0.4
0.0 -0.1 -0.1
0.2 -0.6 -0.2
0.2 -0.3 0.1
0.3 -0.1 0.0
0.3 -0.2 -0.6
0.9 0.1 -0.6

LUMO energy = -4.821 eV
energy = -7298.5868 eV
HOMO-LUMO gap = 7.53 eV
net charge = +1
HOMO = -0.4539 hartree

# 4
Below is one molecule with the formula C4H6N2 at a distorted geometry, with properties calculated with ωB97M-V with the def2-TZVPD basis set.

Cartesian coordinates (Å):
H1 1.2180 1.5494 -0.9622
C1 -0.0722 0.0543 1.1068
H2 0.5867 2.0141 1.4829
C2 -0.0047 -0.0442 -0.3437
H3 0.6843 0.3484 -2.2816
N1 -1.0748 -1.6253 -1.6246
H4 -0.4773 -1.1106 1.1995
H5 0.0760 1.0454 2.9544
H6 -1.3445 -2.6189 -1.6126
C3 0.7043 0.6461 -1.2453
N2 -0.4940 -1.3470 -0.5570
C4 0.1982 1.0883 1.8834

Cartesian forces, eV/Å:
0.1 0.1 0.0
-1.2 -2.3 -0.1
-0.1 0.1 -0.1
1.5 0.6 -0.4
0.2 -0.1 -0.1
0.4 0.9 0.5
1.0 3.2 2.1
0.0 -0.1 0.1
0.2 0.1 0.3
-1.0 -0.2 0.2
-1.1 -2.1 -2.8
0.0 -0.3 0.4

SMILES = [H]/N=N/C(=C)C=C
LUMO energy = -0.221 eV
energy = -7221.5507 eV
HOMO-LUMO gap = 8.87 eV
HOMO = -0.3339 hartree

# 5
Below is an isolated ion of composition C13H14N and charge +1 at a distorted geometry, with properties calculated with ωB97M-V with the def2-TZVPD basis set.

Cartesian coordinates (Å):
H1 -4.4728 1.1174 -0.3601
H2 -3.0938 -1.3999 0.2230
H3 -2.8565 2.4613 -0.2854
H4 -1.0627 2.3954 -0.2718
C1 2.7376 -0.9125 -0.3746
N1 2.4044 -1.1150 1.0385
C2 2.9630 0.5771 -0.6047
H5 2.6431 -2.0183 1.4373
H6 -5.2530 -0.6886 0.0362
H7 3.4639 0.5542 -1.6326
H8 3.4183 2.8154 -0.4115
C3 0.6602 0.5077 -0.0130
H9 -0.0061 -3.4934 -0.5307
C4 2.9690 1.9727 0.1108
C5 -3.1284 -0.3921 0.0539
C6 -0.6602 -0.1395 -0.0252
H10 -1.5846 -2.9903 -0.6460
C7 -0.6207 -2.7021 -0.4679
C8 -0.1142 -1.5051 -0.1441
H11 2.3198 -0.3647 1.7067
C9 -1.8812 1.8690 0.1073
C10 -4.3651 0.0503 -0.1291
H12 -1.9655 2.2776 1.1027
C11 1.3494 -1.1096 -0.0074
C12 -1.9037 0.4127 0.0061
H13 3.1160 2.1433 1.2375
C13 1.6482 1.3831 -0.3500
H14 3.2757 -1.7061 -0.8063

Cartesian forces, eV/Å:
-0.7 -0.6 0.1
0.9 -2.5 0.6
2.1 -1.7 0.2
1.5 0.3 -1.1
-0.5 2.0 1.2
-1.2 -2.1 1.3
0.6 0.9 -2.7
0.0 0.1 0.2
1.7 1.8 -0.6
-1.0 1.1 1.2
0.0 -0.4 -0.3
2.3 -2.2 -0.7
2.5 -2.6 -0.2
-0.5 -0.6 1.5
-0.1 1.8 -0.6
-0.1 0.2 0.4
-2.6 0.1 -0.4
0.9 3.0 1.0
-0.5 -1.6 -0.3
0.5 0.5 0.1
-4.4 2.7 -0.1
-1.3 -0.2 0.4
0.2 -0.5 1.0
-2.7 3.8 -0.6
0.8 -0.7 0.2
-0.4 -0.6 -1.7
1.0 -1.6 0.4
1.2 -0.4 -0.5

SMILES = C=C/C(C)=C1\C(=C)[C@@]23[NH2+][C@@H]2[C@@H]2CC2=C13
LUMO energy (alpha / beta) = -4.256 / -4.256 eV
energy = -15182.4118 eV
HOMO-LUMO gap (alpha / beta) = 7.03 / 7.03 eV
net charge = +1
HOMO (alpha / beta) = -0.4148 / -0.4149 hartree

# 6
Below is a 2-piece molecular cluster, C3H2FN3O overall at a distorted geometry, with properties calculated with ωB97M-V with the def2-TZVPD basis set.

Cartesian coordinates (Å):
N1 1.9151 -1.7977 0.1912
H1 -1.2759 1.3536 -1.0252
C1 0.4538 0.9732 0.0070
F1 -2.6177 -0.6722 -0.3865
N2 1.6366 1.2949 0.1326
N3 1.2953 -2.1282 -0.6933
H2 1.9461 1.9629 0.7953
C2 -0.7963 0.6790 -0.3335
C3 -1.4433 -0.4848 0.2028
O1 -1.1138 -1.1805 1.1095

Cartesian forces, eV/Å:
-3.0 -1.7 -4.4
-0.1 -0.2 -0.1
2.2 1.2 0.2
-0.9 -0.3 -0.6
-2.8 -1.6 -1.2
3.1 1.6 4.3
0.2 0.6 0.9
1.1 0.4 -0.1
0.0 0.0 1.2
0.3 -0.1 -0.2

SMILES = N=C=CC(=O)F.N#N
LUMO energy = 0.562 eV
energy = -12378.4035 eV
HOMO-LUMO gap = 10.70 eV
HOMO = -0.3724 hartree

# 7
Below is C2Br2F4O2S as an isolated structure at a distorted geometry, with properties calculated with ωB97M-V with the def2-TZVPD basis set.

Cartesian coordinates (Å):
O1 2.1674 0.5553 -0.9561
F1 1.5401 -0.9185 1.3491
F2 0.0235 1.7197 -0.8171
O2 1.7753 2.2058 0.9169
C1 0.5027 -0.1490 0.9640
Br1 -3.0324 -0.5866 0.9140
C2 -2.2013 -1.1061 -0.6335
F3 -2.1491 -2.3417 -1.0024
S1 1.3254 1.1681 0.0567
F4 -1.7461 -0.2869 -1.5360
Br2 -0.3977 0.6976 2.3903

Cartesian forces, eV/Å:
-1.1 1.0 1.8
-0.8 -0.3 0.1
1.5 -0.5 1.6
-0.2 -0.1 -0.4
0.6 0.7 0.5
-0.6 -0.2 -0.8
1.5 0.6 1.2
-0.4 -0.8 -0.2
0.1 -0.3 -3.7
-0.6 0.4 -0.3
0.0 -0.5 0.3

LUMO energy (alpha / beta) = -2.677 / -0.085 eV
energy = -167953.4013 eV
HOMO-LUMO gap (alpha / beta) = 5.48 / 10.14 eV
HOMO (alpha / beta) = -0.2996 / -0.3758 hartree

# 8
Below is a 16-piece molecular cluster, C36H82F5N3O16S2 overall at a distorted geometry, with properties calculated with ωB97M-V with the def2-TZVPD basis set.

Cartesian coordinates (Å):
H1 -9.0697 5.3803 -0.0798
C1 -4.1712 -4.6481 0.9101
C2 -0.8899 3.3737 2.0565
N1 2.4328 2.7857 -1.0137
H2 3.4899 2.4518 -10.3598
H3 -9.0106 -3.0804 -0.1974
H4 7.3943 -7.5363 -2.2473
O1 0.8714 -2.9444 5.0861
H5 -7.3383 5.0609 -0.3609
C3 -1.9972 0.9840 2.9073
O2 -3.3574 -3.4938 1.0069
O3 8.8094 -2.2348 -4.1681
H6 3.7331 2.5062 -7.5279
H7 2.1920 3.8472 -6.7652
O4 -3.8145 1.3888 -3.6155
H8 5.5482 -3.1164 -2.8289
H9 4.3525 3.6792 -9.3964
H10 2.0188 8.7361 -6.2161
H11 1.5938 4.6123 -5.2700
C4 -4.5932 7.2190 5.3212
H12 5.9248 -7.9764 -0.5450
H13 1.1563 7.5086 -7.1796
H14 -7.0870 4.9651 1.9149
C5 -4.4980 6.7451 0.7759
H15 4.5314 1.6241 -1.0562
H16 -2.5032 3.0990 3.6560
C6 1.4572 -1.2927 2.6708
H17 -5.7525 1.0943 -4.2401
H18 5.2257 -1.9230 0.4530
H19 -5.3062 2.7854 -3.8542
H20 -7.3565 -0.9995 -1.2052
H21 0.9689 2.3669 1.1869
C7 -1.5355 2.5091 3.2906
C8 3.0866 -2.9664 1.1116
S1 1.4555 4.8020 1.0187
H22 7.6775 -0.7547 -5.0405
C9 0.0509 -0.9045 3.4886
H23 0.1045 3.1032 -1.5766
H24 1.1475 2.9212 -5.6559
H25 0.4427 0.4793 -2.9928
C10 -4.9644 1.8488 -4.3014
C11 1.1877 8.0267 -6.2183
H26 1.8967 -4.6503 5.6070
H27 -3.6625 -0.2694 2.1761
C12 0.5284 -3.9488 1.9058
H28 -0.0926 0.5839 1.8633
H29 7.5309 -3.5315 -0.8342
F1 -5.4797 -0.2632 0.3725
O5 -4.0507 6.6246 2.1137
C13 0.8766 -4.3285 5.3832
H30 -2.0836 -1.6318 1.5404
C14 -4.3350 1.8181 1.5142
H31 -0.5860 -6.7696 6.5635
H32 -3.8704 -2.7512 0.6451
H33 -0.3533 -3.8152 2.6659
N2 -1.4130 -0.9028 1.1814
C15 1.0848 2.4461 -1.6440
H34 -5.3848 7.0945 4.5782
C16 2.5975 -0.0858 2.6432
C17 -8.1791 4.8857 0.3148
H35 -4.9524 7.8609 6.1289
C18 -8.6149 -2.0622 -0.1824
O6 -7.8811 5.4228 1.5903
F2 -4.8719 2.3705 2.7832
H36 0.0489 -3.9300 0.8125
C19 4.2333 -1.7609 1.0621
F3 -5.7174 1.8657 -0.6770
C20 4.1189 -10.1835 0.9137
H37 -8.1097 -1.8841 0.7700
N3 2.7467 0.5058 -2.2061
H38 3.2956 -3.9583 0.5269
H39 -4.7080 2.0202 -5.3494
H40 -4.0725 1.2456 -2.6890
C21 3.5213 2.9698 -9.3985
H41 -0.7463 2.5308 4.1864
H42 1.7435 -8.3657 6.8922
F4 -3.8851 2.9923 0.6764
H43 4.7679 0.5839 1.8187
H44 -9.4360 -1.3526 -0.3098
H45 -1.1352 4.5183 2.2908
O7 0.2318 -7.1598 6.2108
C22 1.6475 -2.7448 1.9288
H46 -3.7141 7.6755 4.8596
C23 2.7382 4.0433 -0.1740
C24 7.5490 -7.1690 -1.2299
O8 3.7094 2.0174 -8.3681
C25 -2.2747 0.1606 0.4683
H47 8.0024 -6.1758 -1.2685
H48 0.2263 -4.5206 6.2401
H49 -4.4407 5.8096 2.4732
H50 0.1294 -8.6988 7.5722
H51 -2.4627 0.5458 3.9086
H52 -5.5888 6.8080 0.7597
O9 3.0855 3.2158 -5.0312
H53 1.0461 -7.2527 8.0979
H54 -3.6226 -5.5041 1.3098
H55 7.2796 -3.4357 -3.1100
C26 1.9356 3.6758 -5.7172
H56 0.5053 -4.8795 4.5161
C27 4.0066 -0.3135 1.8368
H57 2.5775 3.4974 -9.2405
H58 6.2476 -4.6830 -2.3436
H59 0.2438 8.5543 -6.0602
H60 1.2056 -2.4817 5.8733
H61 5.0435 -10.6371 0.5494
H62 2.8275 3.0725 -4.1047
H63 -3.9294 5.4087 5.1178
H64 2.7140 -9.0411 0.2207
H65 1.0313 -5.0061 2.1113
H66 9.4525 -0.5729 -5.1964
O10 1.3757 7.0742 -5.1879
O11 -7.6904 -1.9119 -1.2440
O12 -4.2443 5.9560 5.8572
H67 8.2085 -7.8470 -0.6826
C28 -3.1419 0.7226 1.7643
O13 6.3029 -7.0808 -0.5639
H68 -1.3507 3.1446 1.0026
H69 8.8331 -1.7460 -3.3279
C29 0.8189 -7.9121 7.2566
H70 2.3615 0.9475 3.1908
S2 4.2961 4.7188 -0.3218
H71 -8.3703 3.8137 0.4055
O14 6.7368 -3.0738 -1.1588
H72 -4.0763 7.6542 0.3408
O15 3.5318 -9.4312 -0.1321
O16 -2.2679 0.5350 -0.8134
C30 6.4388 -3.6109 -2.4343
H73 8.5899 -1.8004 -6.1598
F5 -6.8876 1.4992 1.3814
H74 1.3995 7.5630 -4.3476
C31 -5.6287 1.1808 0.6670
C32 1.3192 0.9977 -2.3917
H75 3.4294 -10.9702 1.2293
H76 4.3461 -9.5242 1.7550
C33 0.7425 3.2763 1.9191
C34 3.3931 1.6354 -1.3801
C35 -0.8923 -0.1173 2.4035
H77 -4.1636 5.8790 0.1995
H78 1.3074 3.1497 2.9599
H79 -5.0851 -4.5006 1.4909
C36 8.6213 -1.2824 -5.1985
H80 0.2531 -0.3166 4.4833
H81 -0.4686 -1.9238 3.7932
H82 -4.4187 -4.8338 -0.1379

Cartesian forces, eV/Å:
0.2 0.0 0.2
-0.2 0.0 -0.1
0.3 1.4 0.2
-1.1 -2.1 -1.2
0.0 0.0 0.2
0.1 0.2 -0.1
0.3 0.0 -0.1
0.2 0.2 0.7
-0.1 -0.1 -0.2
-1.1 -1.2 1.7
0.1 0.8 0.0
0.2 0.0 0.5
0.0 -0.4 -0.3
0.0 0.0 0.1
0.1 -0.1 0.4
0.1 0.0 0.2
-0.1 0.2 -0.2
-0.1 0.1 -0.2
-0.2 0.0 -0.3
0.0 0.1 -0.2
0.0 0.6 0.0
0.0 0.0 0.2
-0.5 0.3 -0.1
-0.2 -0.2 -0.1
-2.9 0.2 -0.7
2.1 -1.4 -0.7
2.2 0.0 -0.9
-0.2 0.1 -0.2
-2.2 0.2 1.3
-0.2 0.1 -0.2
-0.1 -0.6 -0.1
-0.2 1.8 1.8
0.0 0.4 -0.6
-0.6 4.0 1.9
0.9 -2.3 -1.0
0.0 0.1 -0.2
-0.3 -1.7 -1.5
2.6 -1.4 0.0
-0.1 0.1 -0.2
2.4 1.0 1.4
0.0 -0.1 0.2
0.0 0.1 0.2
-0.1 -0.3 0.0
0.7 2.3 -1.1
0.3 0.5 -0.7
-1.5 -1.4 1.1
-0.5 0.3 -0.1
-0.9 4.7 1.2
0.0 -0.4 0.6
0.1 0.0 0.2
0.8 0.6 -0.7
0.4 1.4 -0.2
0.5 -0.2 -0.3
0.2 -0.5 0.0
1.9 0.0 -1.4
-1.2 1.5 0.4
2.4 -4.0 -1.2
0.0 0.3 0.0
0.9 -3.6 -2.2
0.1 -0.1 0.0
0.1 -0.2 0.0
0.1 0.2 0.0
0.4 0.0 0.4
1.6 -1.5 -3.6
1.0 -0.2 2.4
-3.2 0.7 1.9
0.1 -2.6 4.5
-0.2 0.1 0.2
-0.2 -0.1 0.2
-1.9 7.1 3.1
-0.5 2.1 1.3
0.0 -0.1 0.2
0.4 0.1 -0.4
0.1 0.0 0.3
-1.8 -0.4 -1.9
-0.2 0.1 0.0
-1.3 -3.4 2.8
-1.5 -2.2 -0.1
-0.1 -0.1 0.2
0.4 -2.4 -0.5
-0.5 0.3 -0.1
3.2 2.8 -0.2
-0.2 0.2 -0.1
1.7 -1.0 -0.8
-0.2 -0.2 0.0
0.0 0.1 0.4
0.0 1.1 -4.0
-0.1 -0.1 0.0
0.1 -0.2 0.0
0.2 0.5 -0.2
0.2 -0.1 0.2
0.8 1.0 -2.0
0.0 0.1 -0.2
0.3 -0.1 0.3
0.1 -0.2 0.1
0.0 0.2 0.0
-0.3 -0.1 -0.1
-0.2 0.1 0.4
0.1 0.2 0.2
-3.7 -2.9 0.3
0.0 0.2 -0.2
-0.1 0.0 -0.2
0.0 0.1 -0.2
-0.1 -0.2 -0.5
-0.2 0.1 0.0
0.2 -0.1 -0.4
-0.1 0.3 0.5
0.5 -0.1 -0.3
-1.0 2.4 -0.5
-0.1 0.1 -0.2
0.0 0.0 0.6
0.4 0.4 -0.2
0.2 -0.7 -0.1
0.2 0.1 -0.2
-0.6 0.0 0.1
-0.3 -0.3 0.2
0.8 0.3 2.1
0.0 -0.3 -0.4
-0.2 0.0 0.1
0.6 -2.6 -1.3
-3.2 -1.2 0.3
-0.1 0.0 -0.3
0.5 0.1 0.7
0.0 -0.1 0.2
-0.4 0.3 -0.1
-0.1 -2.6 8.7
0.2 -0.3 -0.3
0.0 0.0 0.2
4.1 -1.7 -2.6
0.0 -0.4 -0.4
-1.5 0.8 -1.8
1.5 4.2 2.8
0.2 -0.1 0.2
0.1 -0.2 0.1
-0.3 -1.5 -0.5
-3.1 -1.4 -1.7
2.6 3.0 -1.1
-0.1 0.1 -0.2
-1.3 0.3 -2.3
-0.1 -0.2 -0.1
0.0 0.2 0.1
-0.4 -0.8 -2.2
1.1 2.3 -0.6
-0.1 -0.2 0.1

LUMO energy = -1.046 eV
energy = -111122.0166 eV
HOMO-LUMO gap = 6.82 eV
HOMO = -0.2891 hartree